# C38H106N8O11

A 11-piece molecular cluster, C38H106N8O11 overall in a non-equilibrium geometry (wB97M-V/def2-TZVPD, the OMol25 dataset).

XYZ file:
```
163
Properties=species:S:1:pos:R:3:lowdin_charge:R:1
C 0.310 -0.711 -0.661 -0.0468
C 0.445 -0.173 0.796 -0.2353
O 0.960 1.203 0.724 -0.1270
H -0.091 -1.717 -0.536 0.0558
H 1.254 -0.794 -1.199 0.0547
H -0.469 -0.157 -1.184 0.0664
H 0.939 -0.885 1.458 0.0922
H -0.576 -0.091 1.170 0.0808
H 0.999 1.599 1.598 0.0207
C 2.570 -1.237 4.309 -0.0730
C 1.984 -2.467 5.080 -0.3167
O 1.713 -3.479 4.191 -0.0785
H 2.809 -0.412 4.980 0.0655
H 1.833 -0.849 3.605 0.0383
H 3.455 -1.403 3.694 0.0579
H 1.093 -2.273 5.676 0.1105
H 2.813 -2.741 5.733 0.1020
H 0.798 -3.333 3.940 0.0326
C -2.478 -4.208 1.738 -0.0830
C -1.205 -3.350 1.703 -0.2928
O -0.756 -3.143 3.020 -0.0951
H -2.998 -4.041 2.681 0.0675
H -2.146 -5.246 1.766 0.0657
H -3.137 -4.047 0.886 0.0589
H -1.470 -2.355 1.346 0.0858
H -0.491 -3.823 1.029 0.1075
H -1.396 -2.644 3.533 0.0999
C 4.404 3.689 -1.526 -0.0473
C 3.208 3.087 -0.844 -0.4273
C 2.253 4.170 -0.380 -0.1967
O 2.875 5.106 0.490 -0.1793
C 2.068 6.206 0.823 -0.1080
N 2.578 2.023 -1.647 0.0937
H 4.177 4.022 -2.538 0.0716
H 5.277 3.045 -1.418 0.0615
H 4.784 4.539 -0.958 0.0779
H 3.470 2.644 0.117 0.1241
H 1.389 3.689 0.079 0.1026
H 1.873 4.760 -1.214 0.1149
H 1.394 5.833 1.594 0.0778
H 1.472 6.680 0.042 0.0788
H 2.654 7.000 1.287 0.0853
H 2.036 2.422 -2.400 0.0370
H 1.877 1.609 -1.049 0.0323
C 4.407 -0.306 1.168 -0.0741
C 5.090 -0.585 -0.130 -0.4011
C 4.208 -1.226 -1.237 -0.1701
O 5.098 -1.506 -2.340 -0.2034
C 4.423 -2.078 -3.464 -0.0793
N 5.433 0.718 -0.673 0.0430
H 5.058 0.091 1.947 0.0800
H 3.962 -1.208 1.588 0.0594
H 3.645 0.467 1.074 0.0589
H 5.966 -1.191 0.100 0.1407
H 3.321 -0.641 -1.480 0.0961
H 3.826 -2.192 -0.908 0.1067
H 3.677 -1.388 -3.858 0.0836
H 3.843 -2.921 -3.086 0.0519
H 5.144 -2.455 -4.188 0.0915
H 4.596 1.209 -0.955 0.0117
H 5.717 0.432 -1.599 0.0627
C -1.588 -3.542 -3.149 -0.0896
C -2.847 -2.823 -3.688 -0.5148
C -3.546 -1.942 -2.581 -0.1839
O -3.945 -2.684 -1.418 -0.2555
C -4.971 -3.655 -1.623 -0.2442
N -2.505 -2.188 -4.936 0.0000
H -1.823 -4.054 -2.216 0.0588
H -0.821 -2.806 -2.909 0.0538
H -1.185 -4.249 -3.874 0.0450
H -3.640 -3.514 -3.974 0.0523
H -4.468 -1.498 -2.956 0.0955
H -2.952 -1.092 -2.245 0.1070
H -5.401 -3.857 -0.642 0.0612
H -4.709 -4.540 -2.203 0.0398
H -5.771 -3.228 -2.228 0.0494
H -3.338 -2.181 -5.507 0.0116
H -2.126 -2.890 -5.555 0.0222
C -2.068 2.425 4.679 -0.0474
C -0.832 1.658 4.088 -0.4262
C 0.323 2.656 3.880 -0.1426
O 1.403 1.944 3.207 -0.2448
C 2.725 2.334 3.539 -0.0750
N -0.533 0.558 4.981 0.0625
H -2.474 3.157 3.982 0.0686
H -1.752 2.950 5.580 0.0697
H -2.835 1.692 4.932 0.0729
H -1.119 1.264 3.114 0.1169
H 0.620 3.040 4.856 0.1240
H -0.032 3.492 3.277 0.1229
H 3.476 1.675 3.104 0.0756
H 2.907 2.284 4.612 0.0861
H 2.876 3.349 3.169 0.0914
H -0.213 0.892 5.880 0.0780
H 0.248 0.151 4.488 0.0342
C 2.644 -5.326 -2.865 -0.0755
C 3.761 -5.683 -1.836 -0.4135
C 3.315 -5.778 -0.368 -0.1966
O 2.770 -4.498 -0.102 -0.1977
C 2.425 -4.340 1.232 -0.1357
N 4.347 -6.953 -2.336 0.0273
H 2.046 -4.465 -2.565 0.0614
H 1.893 -6.111 -2.770 0.0670
H 2.975 -5.283 -3.902 0.0741
H 4.535 -4.918 -1.902 0.1265
H 4.209 -6.006 0.212 0.1242
H 2.520 -6.510 -0.227 0.1259
H 1.554 -4.972 1.401 0.0847
H 2.263 -3.301 1.520 0.0751
H 3.117 -4.696 1.995 0.0858
H 5.139 -7.143 -1.739 0.0553
H 3.681 -7.658 -2.055 0.0585
C -1.511 3.049 -0.328 -0.0676
C -1.439 4.531 -0.007 -0.4447
C -1.296 5.459 -1.226 -0.1726
O -1.249 6.842 -0.789 -0.1824
C -1.071 7.698 -1.929 -0.1114
N -2.630 4.733 0.770 0.0433
H -0.593 2.669 -0.776 0.0561
H -2.344 2.744 -0.962 0.0849
H -1.555 2.377 0.529 0.0697
H -0.598 4.660 0.674 0.1101
H -2.151 5.258 -1.872 0.1274
H -0.423 5.163 -1.806 0.1013
H -0.367 7.375 -2.697 0.0744
H -0.811 8.719 -1.649 0.0826
H -2.019 7.815 -2.454 0.0809
H -2.887 5.704 0.659 0.0643
H -3.331 4.264 0.215 0.0638
C 0.519 0.396 -4.410 -0.0577
C -0.688 1.345 -4.217 -0.4319
C -0.292 2.809 -4.583 -0.1850
O 0.893 3.172 -3.855 -0.2314
C 1.462 4.401 -4.369 -0.0786
N -1.800 0.858 -4.954 0.0363
H 0.403 -0.613 -4.014 0.0616
H 1.432 0.608 -3.853 0.0455
H 0.878 0.397 -5.439 0.0779
H -0.956 1.485 -3.170 0.1133
H -1.110 3.510 -4.417 0.1168
H -0.144 2.850 -5.662 0.1133
H 0.843 5.243 -4.058 0.0659
H 1.518 4.418 -5.457 0.0868
H 2.419 4.643 -3.906 0.0707
H -2.042 -0.117 -4.850 0.0169
H -1.533 0.819 -5.927 0.0620
C -8.018 -2.341 4.111 -0.0691
C -6.848 -1.286 4.130 -0.4396
C -6.034 -1.357 2.836 -0.2056
O -4.837 -0.564 2.862 -0.2268
C -4.130 -0.459 1.593 -0.0606
N -7.569 -0.096 4.393 0.0153
H -8.344 -2.509 5.138 0.0696
H -7.621 -3.268 3.698 0.0607
H -8.917 -2.054 3.566 0.0698
H -6.181 -1.444 4.978 0.1380
H -6.578 -1.062 1.939 0.1208
H -5.687 -2.386 2.738 0.1114
H -3.244 0.145 1.788 0.0664
H -4.756 0.079 0.880 0.0869
H -3.821 -1.480 1.371 0.0703
H -8.219 -0.017 3.624 0.0656
H -6.971 0.713 4.297 0.0710
```

Results
Net charge: -1
Spin multiplicity: 2
Kohn-Sham gap (alpha / beta) in eV: 1.4 / 8.6
Highest occupied orbital energy (alpha / beta) in eV: 0.58 / -6.67